# 1
C29H38Cl2InN3O3S | ωB97M-V/def2-TZVPD

Geometry (Å):
O 1.20143 -1.46229 0.26465
C 2.35449 -1.70633 0.98656
C 2.12120 -2.81595 2.03903
C 0.83500 -3.15972 2.45748
H -0.02138 -2.63226 2.03003
C 0.63915 -4.14440 3.43368
H -0.38664 -4.41688 3.70123
C 1.74048 -4.73909 4.05350
H 1.58626 -5.48079 4.83919
C 3.03814 -4.36916 3.67705
H 3.90299 -4.81208 4.17861
C 3.22299 -3.43667 2.65357
H 4.22750 -3.14800 2.32996
H 3.12550 -2.09486 0.29599
C 3.72004 0.47720 0.69317
C 2.95404 -0.43077 1.59897
H 4.42234 1.08456 1.27787
H 3.04217 1.16448 0.17347
H 4.28102 -0.08543 -0.05737
C 2.67565 -0.11571 2.87065
C 3.07090 1.14359 3.56339
H 2.08465 -0.80367 3.48035
H 3.78552 0.93498 4.37084
H 2.19151 1.60684 4.02593
H 3.52523 1.88979 2.90162
In -0.04967 0.22312 0.28031
Cl -1.66764 -0.79850 1.78260
Cl 0.71528 2.16071 1.54930
H -1.53174 -5.33445 -0.82513
H -3.63478 -3.70262 -0.91028
C -1.08600 -4.50157 -0.26641
C -3.00010 -2.92133 -0.47757
N -1.60715 -3.23421 -0.74652
H -0.00065 -4.50936 -0.41495
C -0.82485 -2.42610 -1.47658
O -1.03864 -1.20898 -1.66804
H -3.24185 -1.94918 -0.91460
H 0.07810 -2.93065 -1.88282
H -1.30876 -4.62512 0.79906
H -3.16554 -2.88797 0.60230
H 2.15412 2.20891 -4.59602
H 2.46357 -0.26399 -5.52043
C 2.76070 1.81495 -3.76903
C 2.87138 -0.53485 -4.53734
N 2.43854 0.41519 -3.52296
H 2.57663 2.39815 -2.86768
C 1.64395 0.05833 -2.50371
O 1.32940 0.85537 -1.58335
H 2.53946 -1.54213 -4.26763
H 1.27541 -0.98256 -2.53531
H 3.81349 1.88529 -4.05875
H 3.96699 -0.52593 -4.60968
N -1.36176 1.69045 -0.62893
S -2.91616 1.80803 -0.93230
C -3.71430 2.56727 0.50264
C -2.97027 3.12965 1.53649
C -3.61667 3.81934 2.57303
C -5.01508 3.83286 2.63451
C -5.76318 3.15073 1.66507
C -5.11701 2.51623 0.59985
C -2.91176 3.09551 -2.19676
C -4.07965 3.39792 -2.91612
C -4.04387 4.38456 -3.91169
C -2.85411 5.08807 -4.16203
C -1.69086 4.76781 -3.46203
C -1.71049 3.72745 -2.52402
H -0.99636 2.61539 -0.36940
H -1.88989 3.02506 1.54836
H -3.02052 4.34057 3.32472
H -5.52069 4.36229 3.44461
H -6.85610 3.12295 1.73799
H -5.68063 1.98064 -0.16114
H -5.00024 2.85842 -2.69421
H -4.94402 4.61698 -4.48594
H -2.83194 5.88523 -4.90611
H -0.75426 5.30607 -3.62551
H -0.78063 3.41890 -2.06914

Results
Spin multiplicity: 1

# 2
C19H29AlF7N2O13PS3 | ωB97M-V/def2-TZVPD

Geometry (Å):
C 3.55914 4.38568 1.55554
O 3.77081 3.07857 1.03290
C 2.50178 2.43520 0.89445
C 2.55819 1.41189 -0.25914
C 1.33850 1.53716 -1.22563
C 0.53920 0.26442 -1.47900
O 1.18281 -0.93347 -1.06947
C 0.30151 -2.02227 -0.75691
C 1.30313 -2.77214 0.25169
O 2.26261 -1.92851 0.81763
N 3.42793 -2.76926 1.19589
O 4.39219 -2.23054 0.92716
C 0.12200 -3.15982 -1.80963
S -1.23876 -3.50623 -2.96336
O -0.62899 -3.52628 -4.25827
O -1.83690 -4.75447 -2.62752
C -0.88367 -1.15852 -0.10234
P -2.42755 -2.17784 0.06260
O -3.43562 -1.97165 -0.97943
O -3.14731 -1.92335 1.46768
O -2.13560 -3.75147 0.10478
S -0.47652 -0.68609 1.69606
O -1.52902 0.09826 2.25805
O 0.69572 0.12498 1.73293
C -0.23886 -2.07959 2.91769
F -0.81858 -3.25239 2.62387
F 1.04314 -2.28407 3.14928
F -0.75363 -1.64554 4.05256
N -0.89644 0.04812 -0.97947
C -1.48793 1.31158 -0.36627
C -2.98711 1.27491 -0.04945
C -3.24440 2.47989 0.84969
C -2.95545 3.75994 0.43829
C -3.16744 4.79278 1.30746
C -3.64275 4.60296 2.57637
C -3.95149 3.32651 2.97606
C -3.74089 2.28738 2.11233
C -1.64903 -0.10519 -2.27508
S -1.62129 1.28187 -3.47797
O -1.15420 0.76296 -4.71317
O -2.90883 1.88546 -3.50769
H 2.90980 4.38003 2.43664
H 4.54719 4.78406 1.78740
H 3.12403 5.03450 0.78201
H 1.75685 3.22728 0.71742
H 2.24242 1.96330 1.84890
H 3.49799 1.61294 -0.77356
H 2.64090 0.43090 0.20407
H 0.80123 2.43140 -0.90787
H 1.79736 1.83040 -2.17303
H 0.66576 0.09590 -2.55793
H 0.77987 -3.42761 0.96557
H 1.89460 -3.44354 -0.38212
H 1.03843 -3.14810 -2.40770
H 0.18591 -4.11019 -1.26944
H -2.21526 -2.56000 -2.99709
H -3.84558 -2.59779 1.51410
H -1.22186 -3.97464 0.34041
H -0.91833 1.64240 0.50350
H -1.33572 2.18181 -1.00722
H -3.59571 1.37805 -0.95144
H -3.31335 0.40756 0.52408
H -2.56437 3.97639 -0.55118
H -2.92144 5.80778 1.01210
H -3.77832 5.42692 3.26415
H -4.32349 3.13923 3.97547
H -3.97346 1.28112 2.44714
H -1.17895 -0.89819 -2.85632
H -2.71239 -0.34036 -2.18471
H -0.70076 2.19818 -3.04541
F 7.64960 -3.72008 0.98635
Al 6.94985 -4.25326 -0.47205
F 8.04950 -5.21422 -1.34021
F 6.49417 -2.89500 -1.41208
F 5.53314 -5.15898 -0.12113

Results
Spin multiplicity: 1

E_LUMO values, unit eV, following the record order: 0.21 -2.71.
E_tot values, unit eV, following the record order: -82358.15442 -117181.28383.